{
  "formula": "C5H15N3",
  "method": "wB97M-V/def2-TZVPD",
  "smiles": "CC(N)=C(N)N.CC",
  "total_charge": 0,
  "homo_lumo_gap_ev": 8.178,
  "symbols": ["C", "C", "C", "N", "N", "N", "H", "H", "H", "H", "H", "H", "H", "H", "H", "C", "C", "H", "H", "H", "H", "H", "H"],
  "positions_angstrom": [[-1.2012, 1.5723, 0.7640], [0.1567, -0.5797, 0.8712], [0.0817, 0.7967, 0.5991], [-0.9735, -1.2820, 1.4203], [1.4319, -1.0654, 1.3350], [1.2573, 1.5724, 0.7426], [1.4098, -2.0764, 1.3866], [1.6676, -0.7126, 2.2582], [-1.2238, -1.0081, 2.3584], [-1.7935, -1.2253, 0.8319], [2.0843, 1.0017, 0.6188], [1.2668, 2.3822, 0.1340], [-1.0821, 2.5861, 0.3792], [-2.0229, 1.1011, 0.2219], [-1.4876, 1.6500, 1.8189], [0.0321, 0.0918, -2.2443], [0.0697, -1.3321, -1.8900], [0.9773, 0.4810, -2.6232], [-0.7923, 0.3720, -2.8986], [-0.8887, -1.8460, -1.9341], [0.8624, -1.9134, -2.3516], [0.2511, -1.2325, -0.5859], [-0.0829, 0.6661, -1.2126]],
  "lowdin_charge": [-0.0502, -0.4889, -0.3957, 0.0633, 0.0520, 0.0894, 0.0762, 0.0795, 0.0722, 0.0684, 0.0722, 0.0827, 0.0755, 0.0762, 0.0841, -0.1862, -0.1706, 0.0688, 0.0663, 0.0576, 0.0575, 0.0941, 0.0556]
}


{
  "formula": "C4H8ClF",
  "method": "wB97M-V/def2-TZVPD",
  "smiles": "C[C@H](CF)CCl",
  "total_charge": 0,
  "homo_lumo_gap_ev": 11.089,
  "symbols": ["C", "C", "C", "C", "H", "H", "H", "H", "H", "H", "H", "H", "F", "Cl"],
  "positions_angstrom": [[-0.5625, 1.3580, -0.3345], [0.3400, 0.2301, 0.4097], [-0.6424, -0.9837, 0.8124], [1.2503, -0.3066, -0.5615], [-1.2860, 1.1155, -1.0621], [0.1219, 2.0454, -0.5750], [-1.2934, 1.6505, 0.3922], [0.8680, 0.4597, 1.4328], [-0.4338, -2.0693, 0.8298], [-1.2902, -0.7322, 1.7912], [2.0732, 0.4287, -0.8608], [0.7373, -0.5514, -1.4711], [1.6930, -1.4937, -0.2640], [-1.5755, -1.1509, -0.5391]],
  "lowdin_charge": [-0.0833, -0.3583, -0.6270, -0.3765, 0.0218, 0.0301, 0.0718, 0.1714, 0.0532, 0.1268, 0.1549, 0.0984, 0.0113, 0.7054]
}


{
  "formula": "C6H10N2O",
  "method": "wB97M-V/def2-TZVPD",
  "smiles": "C[C@@H]1[C@@H](C=O)C=NN1C",
  "total_charge": 0,
  "homo_lumo_gap_ev": 9.123,
  "symbols": ["C", "C", "C", "C", "C", "C", "N", "N", "O", "H", "H", "H", "H", "H", "H", "H", "H", "H", "H"],
  "positions_angstrom": [[1.0328, 1.3088, 0.8321], [2.4838, -0.3641, -0.5251], [1.2196, -0.1423, 0.3619], [-0.0980, -0.5076, -0.1719], [-0.8408, -1.5172, 0.7332], [-1.9261, 1.0781, -0.8578], [-0.1469, 1.7271, 0.5833], [-0.9189, 0.7444, 0.0552], [3.5388, 0.2518, -0.5396], [1.7184, 1.8632, 1.4959], [2.3028, -1.2602, -1.0980], [1.6125, -0.8479, 1.0140], [-0.0359, -0.8572, -1.1884], [-1.0612, -1.0186, 1.6694], [-0.3873, -2.4313, 0.6933], [-1.7438, -1.6415, 0.2602], [-2.0925, 2.1098, -0.7207], [-1.6839, 0.9171, -1.9406], [-2.9734, 0.5875, -0.6563]],
  "lowdin_charge": [-0.0706, -0.1919, -0.2200, -0.2768, -0.0148, -0.0991, 0.0749, -0.2201, 0.0550, 0.1224, 0.1123, 0.1225, 0.1391, 0.1034, 0.0524, 0.0455, 0.0587, 0.0925, 0.1147]
}


| no. | total energy (Ha) |
| --- | --- |
| 1 | -363.685824 |
| 2 | -717.164905 |
| 3 | -419.274470 |